# 1
{
  "formula": "C36H50CsGeN7O5",
  "method": "ωB97M-V/def2-TZVPD",
  "lumo_ev": 0.1,
  "e_above_lowest_kcal_mol": 12.2,
  "symbols": ["Cs", "Ge", "O", "O", "O", "O", "O", "N", "N", "N", "N", "N", "N", "N", "C", "C", "C", "C", "C", "C", "C", "C", "C", "C", "C", "C", "C", "C", "C", "C", "C", "C", "C", "C", "C", "C", "C", "C", "C", "C", "C", "C", "C", "C", "C", "C", "C", "C", "C", "C", "H", "H", "H", "H", "H", "H", "H", "H", "H", "H", "H", "H", "H", "H", "H", "H", "H", "H", "H", "H", "H", "H", "H", "H", "H", "H", "H", "H", "H", "H", "H", "H", "H", "H", "H", "H", "H", "H", "H", "H", "H", "H", "H", "H", "H", "H", "H", "H", "H", "H"],
  "xyz": [[-0.755, 1.163, 0.373], [-2.553, -1.455, -3.430], [-2.989, 3.148, -0.534], [-1.578, -1.013, 2.518], [-1.466, -2.940, 3.567], [3.349, 3.353, 3.417], [-0.892, 5.306, -1.889], [1.073, -6.339, 4.056], [2.269, 1.777, 2.213], [-0.091, -2.059, 0.412], [2.957, -5.730, 2.866], [1.177, 3.822, 0.620], [3.231, -6.265, 5.089], [0.045, 3.251, -1.862], [1.941, 5.439, 2.207], [-0.071, 2.919, -4.305], [3.272, -1.343, 3.882], [-1.474, 4.644, -3.038], [0.630, 6.130, 0.333], [1.041, 3.670, -4.672], [3.200, 1.036, 3.080], [2.575, -0.144, 3.777], [0.581, -3.948, 1.965], [1.479, -2.299, 5.163], [-0.082, 4.383, -1.321], [2.466, 3.006, 2.446], [3.712, 2.113, 4.056], [0.773, -1.107, 5.055], [1.319, -0.036, 4.365], [0.174, -2.489, 1.778], [1.793, -4.356, 1.140], [1.721, 3.388, -5.846], [0.183, 1.601, -6.304], [2.330, -5.723, 1.556], [-1.389, -0.332, -2.427], [1.316, 6.448, 1.492], [-4.045, 2.835, -1.050], [1.832, 4.139, 1.731], [-3.952, -2.183, -2.228], [-4.323, 1.430, -1.490], [2.338, -6.151, 4.010], [-0.833, 3.234, -3.042], [-0.494, 1.882, -5.125], [2.730, -2.418, 4.575], [1.290, 2.352, -6.667], [-5.147, 3.849, -1.230], [-3.531, -0.509, -4.869], [-1.812, -3.074, -4.322], [-1.030, -2.074, 2.636], [0.600, 4.798, -0.070], [-2.864, -0.240, -5.691], [0.991, -1.862, 2.159], [-5.080, 1.391, -2.273], [-1.567, 2.439, -2.881], [-0.254, -4.610, 1.703], [-3.396, 0.925, -1.806], [0.759, 0.886, 4.265], [3.278, -3.348, 4.658], [0.711, -2.193, -0.191], [-0.872, -2.551, -0.008], [-6.035, 3.511, -0.691], [4.788, 2.103, 4.205], [-0.929, -3.746, 3.577], [-1.018, -0.948, -1.596], [-4.834, 4.823, -0.862], [-1.342, 1.283, -4.819], [3.069, -6.068, 0.830], [2.495, 5.643, 3.112], [-0.152, 0.786, -6.934], [-1.035, -2.790, -5.035], [3.204, 2.062, 5.022], [3.933, -5.502, 2.926], [0.794, -6.727, 4.950], [0.128, 6.881, -0.259], [2.587, -3.609, 1.253], [-0.500, -0.023, -2.994], [1.050, -3.139, 5.696], [-3.492, -2.625, -1.340], [-4.541, -2.956, -2.725], [4.247, -1.435, 3.416], [-2.578, -3.645, -4.852], [1.536, -4.390, 0.078], [4.015, 0.671, 2.448], [1.385, 4.471, -4.027], [2.823, -6.672, 5.916], [4.117, -6.696, 4.867], [-4.633, -1.398, -1.892], [-2.553, 4.625, -2.896], [-1.226, 5.226, -3.924], [1.368, 7.473, 1.834], [0.820, -4.128, 3.016], [1.519, -6.452, 1.576], [1.822, 2.131, -7.584], [-5.427, 3.912, -2.284], [-3.986, 0.409, -4.488], [-4.323, -1.140, -5.277], [2.589, 3.973, -6.122], [-0.214, -1.022, 5.489], [-1.355, -3.726, -3.574], [-4.720, 0.885, -0.627]]
}



# 2
{
  "formula": "C36H50F9N4O27",
  "method": "ωB97M-V/def2-TZVPD",
  "lumo_ev": -4.0,
  "total_charge": 1,
  "symbols": ["F", "F", "F", "F", "F", "F", "F", "F", "F", "O", "O", "O", "O", "O", "O", "O", "O", "O", "O", "O", "O", "O", "O", "O", "O", "O", "O", "O", "O", "O", "O", "O", "O", "O", "O", "O", "N", "N", "N", "N", "C", "C", "C", "C", "C", "C", "C", "C", "C", "C", "C", "C", "C", "C", "C", "C", "C", "C", "C", "C", "C", "C", "C", "C", "C", "C", "C", "C", "C", "C", "C", "C", "C", "C", "C", "C", "H", "H", "H", "H", "H", "H", "H", "H", "H", "H", "H", "H", "H", "H", "H", "H", "H", "H", "H", "H", "H", "H", "H", "H", "H", "H", "H", "H", "H", "H", "H", "H", "H", "H", "H", "H", "H", "H", "H", "H", "H", "H", "H", "H", "H", "H", "H", "H", "H", "H"],
  "xyz": [[2.168, 4.077, 0.748], [-4.047, 0.328, 9.816], [-4.486, 1.232, -0.230], [12.507, -0.143, -1.267], [-2.960, -3.497, -3.901], [0.424, 1.225, 5.769], [-7.468, 3.639, -3.637], [-6.620, -7.019, -5.381], [4.408, 4.852, -3.070], [-5.974, -5.637, -7.041], [-4.357, 3.437, -0.678], [0.170, 5.347, 4.487], [11.433, -0.357, 1.988], [-3.594, 5.555, -0.570], [2.191, 1.333, -4.586], [9.264, -0.863, 1.664], [-2.514, -0.194, 4.718], [-10.697, 2.772, -0.730], [-4.879, -3.853, -2.774], [-6.223, -4.408, -1.051], [-3.386, 1.688, 8.142], [3.481, 3.139, -4.204], [10.598, -0.410, -0.096], [0.421, 3.299, 3.586], [-2.194, -0.223, 2.488], [1.406, 5.078, 2.621], [-0.676, 0.749, 3.855], [-2.290, 3.852, 0.111], [-4.072, -3.866, -0.672], [-6.103, -3.956, -8.536], [-3.493, 3.353, 6.629], [-8.532, 3.284, -0.388], [1.744, 2.696, -2.852], [-4.874, 3.350, 8.406], [-9.373, 3.309, -2.474], [-7.484, -3.995, -6.759], [2.099, -0.528, -0.436], [0.654, -4.090, -2.118], [0.251, -2.016, -0.768], [0.618, -0.984, 1.411], [1.052, -1.138, 0.035], [3.228, 4.320, -3.460], [-2.540, 2.460, 0.293], [-6.431, -5.715, -5.703], [2.451, 3.804, -2.287], [2.448, 2.298, -3.942], [-9.638, 3.088, -1.155], [-3.843, 1.626, 9.484], [1.919, -4.450, -2.785], [-3.657, 2.207, -0.677], [11.839, 0.272, -0.164], [-3.430, 4.397, -0.394], [-8.140, 4.004, -2.514], [-3.658, -3.141, -2.791], [0.619, 4.648, 3.648], [-7.733, -4.971, -5.748], [-1.828, 0.080, 3.589], [12.529, -0.171, 1.093], [5.005, -1.556, -1.918], [6.349, -2.539, 0.114], [-7.443, 3.516, -1.278], [-5.163, -4.078, -1.457], [6.101, -1.259, -0.800], [1.003, 2.849, 2.376], [-2.973, -3.620, -1.544], [2.009, 3.918, 2.088], [-5.136, 2.386, 9.428], [-1.696, 0.200, 5.821], [7.804, -3.110, -0.081], [-3.885, 2.848, 7.629], [0.874, -3.387, -0.837], [2.519, -0.681, -1.850], [-0.803, 1.222, 5.194], [-6.485, -4.479, -7.544], [10.331, -0.573, 1.228], [4.022, -0.340, -2.139], [0.524, -3.974, 0.042], [-2.299, -2.872, -1.127], [1.986, -3.231, -0.723], [1.762, 4.543, -1.883], [0.108, -3.499, -2.741], [2.982, 3.760, 2.560], [2.596, 0.058, 0.236], [3.098, 3.450, -1.482], [-1.211, 2.235, 5.190], [-3.329, 1.971, -1.693], [-6.752, 4.251, -0.871], [8.583, -2.310, 0.058], [6.303, -2.218, 1.184], [-5.378, 2.870, 10.372], [-3.859, -2.067, -2.812], [4.079, -0.090, -3.228], [-2.833, 2.276, 1.329], [2.688, 5.039, -4.080], [0.231, 2.782, 1.604], [-2.417, -4.549, -1.698], [4.350, 0.586, -1.608], [-5.977, 1.757, 9.127], [-1.651, 1.871, 0.070], [0.073, -1.620, -1.691], [7.084, -1.066, -1.294], [11.663, 1.348, -0.226], [-3.092, 2.061, 10.147], [13.226, 0.574, 1.473], [5.606, -3.331, -0.123], [-6.903, 2.580, -1.444], [2.597, -5.022, -2.115], [-8.326, 5.080, -2.531], [7.958, -3.603, -1.066], [8.017, -3.877, 0.703], [1.879, -0.014, -2.481], [13.060, -1.118, 0.966], [0.559, -1.941, 1.783], [2.509, -3.565, -3.154], [-1.146, -0.668, 6.193], [-8.566, -5.608, -6.053], [5.594, -1.681, -2.861], [5.840, -0.359, -0.198], [1.673, -5.041, -3.699], [-0.382, -0.717, 1.303], [-5.685, -5.275, -5.036], [-7.979, -4.500, -4.798], [-2.294, 0.613, 6.629], [4.488, -2.525, -1.742], [2.340, -1.724, -2.186], [1.458, 1.867, 2.503]]
}



# 3
{
  "formula": "C36H51ClN8O7S2SiV",
  "method": "ωB97M-V/def2-TZVPD",
  "spin_multiplicity": 4,
  "s2": 3.7626,
  "lumo_ev": [-0.7, -0.7],
  "e_above_lowest_kcal_mol": 40.8,
  "symbols": ["V", "Cl", "S", "S", "Si", "O", "O", "O", "O", "O", "O", "O", "N", "N", "N", "N", "N", "N", "N", "N", "C", "C", "C", "C", "C", "C", "C", "C", "C", "C", "C", "C", "C", "C", "C", "C", "C", "C", "C", "C", "C", "C", "C", "C", "C", "C", "C", "C", "C", "C", "C", "C", "C", "C", "C", "C", "H", "H", "H", "H", "H", "H", "H", "H", "H", "H", "H", "H", "H", "H", "H", "H", "H", "H", "H", "H", "H", "H", "H", "H", "H", "H", "H", "H", "H", "H", "H", "H", "H", "H", "H", "H", "H", "H", "H", "H", "H", "H", "H", "H", "H", "H", "H", "H", "H", "H", "H"],
  "xyz": [[-0.707, 0.103, 1.250], [-1.322, 2.020, 2.380], [0.274, -4.289, 2.066], [0.225, -1.961, 3.904], [2.849, -0.065, 1.463], [-0.705, 2.305, 1.057], [1.273, -0.061, 1.120], [-1.594, -0.472, -0.468], [-2.740, -0.499, -3.011], [-2.430, 1.054, 2.147], [-1.782, 3.208, 3.017], [-0.308, 1.299, 3.171], [-3.700, 2.561, -0.213], [-5.419, 4.255, -0.554], [-1.270, -2.587, 0.368], [1.113, 0.110, -4.330], [-5.012, 2.557, -2.272], [-6.057, 1.933, -0.152], [0.389, 1.671, -2.117], [-0.776, -1.874, 1.490], [-0.419, 1.735, -3.319], [-4.714, 1.691, 0.403], [-4.011, -3.873, -3.562], [4.329, -1.493, 3.478], [-5.999, 1.696, -1.598], [2.612, -2.244, -0.318], [4.147, -1.161, 5.859], [2.748, 0.082, 4.340], [4.342, -3.497, -1.438], [4.910, -1.686, 0.051], [-3.780, -2.522, -3.709], [-3.461, -4.541, -2.474], [1.950, 0.099, -3.056], [-3.009, -1.823, -2.779], [-2.485, -2.452, -1.655], [3.699, 1.614, 1.150], [-6.392, 3.345, 0.070], [2.995, -3.272, -1.178], [0.468, 1.471, -4.516], [-3.701, 2.304, -1.645], [5.226, 1.527, 1.309], [-2.727, -3.831, -1.542], [-1.732, -1.763, -0.531], [5.301, -2.702, -0.817], [4.732, -1.806, 4.777], [0.978, 0.348, -1.933], [1.660, -4.130, 3.230], [3.161, 2.640, 2.163], [1.180, -3.389, 4.462], [-5.378, 3.956, -1.990], [-0.174, -2.611, 2.343], [-4.094, 3.954, 0.017], [3.387, 2.129, -0.251], [3.554, -1.416, 0.313], [3.149, -0.216, 5.636], [3.338, -0.537, 3.226], [-0.085, 1.462, -5.453], [1.469, 0.293, -0.971], [-4.436, 0.652, 0.222], [-3.372, -0.170, -3.662], [2.237, -3.902, -1.634], [-0.846, 2.731, -3.435], [-7.383, 3.547, -0.341], [2.670, 0.909, -3.147], [1.559, -2.088, -0.111], [-4.730, 1.862, 1.477], [5.691, 0.988, 0.479], [5.683, -1.096, 0.531], [3.592, 3.628, 1.948], [2.324, 2.335, -0.379], [1.279, 2.194, -4.566], [5.521, 1.038, 2.244], [-3.355, 4.614, -0.441], [-0.155, 1.923, -1.299], [-3.619, -5.605, -2.342], [2.026, -5.128, 3.470], [2.678, 0.285, 6.475], [-1.237, 1.006, -3.310], [2.446, -3.563, 2.730], [0.363, -0.571, -4.192], [3.428, 2.383, 3.190], [2.070, 2.731, 2.110], [-2.318, -4.329, -0.673], [4.798, -2.016, 2.650], [1.939, 0.793, 4.194], [3.931, 3.066, -0.439], [4.457, -1.400, 6.870], [-6.361, 4.155, -2.420], [-2.961, 2.957, -2.122], [-4.112, 4.144, 1.090], [2.013, -3.015, 5.058], [0.530, -4.012, 5.073], [4.644, -4.297, -2.104], [-5.734, 0.650, -1.771], [6.354, -2.878, -1.005], [1.647, -0.169, -5.147], [3.696, 1.408, -1.019], [-6.982, 1.886, -2.031], [5.501, -2.553, 4.940], [0.223, -0.455, -1.945], [5.653, 2.539, 1.318], [-4.201, -1.981, -4.552], [-3.416, 1.267, -1.800], [-4.650, 4.614, -2.466], [2.457, -0.860, -2.969], [-6.411, 3.536, 1.143], [-4.605, -4.403, -4.297]]
}



# 4
{
  "formula": "C36H51FMoN13O3PS4",
  "method": "ωB97M-V/def2-TZVPD",
  "spin_multiplicity": 3,
  "s2": 2.0263,
  "lumo_ev": [-9.3, -10.3],
  "e_above_lowest_kcal_mol": 33.2,
  "total_charge": 4,
  "symbols": ["Mo", "S", "S", "S", "S", "P", "F", "O", "O", "O", "N", "N", "N", "N", "N", "N", "N", "N", "N", "N", "N", "N", "N", "C", "C", "C", "C", "C", "C", "C", "C", "C", "C", "C", "C", "C", "C", "C", "C", "C", "C", "C", "C", "C", "C", "C", "C", "C", "C", "C", "C", "C", "C", "C", "C", "C", "C", "C", "C", "H", "H", "H", "H", "H", "H", "H", "H", "H", "H", "H", "H", "H", "H", "H", "H", "H", "H", "H", "H", "H", "H", "H", "H", "H", "H", "H", "H", "H", "H", "H", "H", "H", "H", "H", "H", "H", "H", "H", "H", "H", "H", "H", "H", "H", "H", "H", "H", "H", "H", "H"],
  "xyz": [[0.689, -1.520, -1.357], [0.517, -0.670, -3.783], [-0.696, -2.206, 3.211], [4.834, -3.281, 0.304], [-1.094, -3.418, -0.973], [1.402, -3.394, -2.924], [1.834, 3.112, 5.361], [-0.502, -0.030, -1.015], [-0.901, 1.678, -2.355], [1.276, 1.043, 0.884], [0.420, -5.232, -4.784], [2.039, -6.060, -3.252], [1.954, 1.205, -2.580], [1.152, 1.673, -4.704], [0.246, -1.791, 0.874], [2.114, 0.342, -1.479], [2.688, -4.642, -5.065], [-1.534, 4.016, 1.109], [2.570, -2.301, -0.398], [-0.111, 5.218, 5.588], [0.317, 7.342, 7.311], [-3.033, -4.935, -1.915], [-3.227, -2.867, -2.618], [-2.430, 5.149, 1.088], [0.023, -4.087, -4.032], [0.804, -6.357, -3.950], [-0.823, 7.442, 6.349], [-2.971, -1.477, -2.869], [-0.805, -1.546, 1.619], [0.971, 3.383, 4.363], [1.895, -5.080, -2.225], [-3.789, 5.047, 0.466], [1.082, 2.592, 3.256], [0.829, -2.863, 2.831], [3.083, -5.752, -4.215], [-0.683, 1.234, -1.238], [-0.785, 4.607, 3.337], [-4.384, -3.545, -3.205], [-0.712, 3.796, 2.203], [0.408, 5.979, 7.887], [2.409, -2.819, 0.867], [-2.507, -3.712, -1.898], [3.821, -2.426, -0.801], [-3.659, 5.135, 1.953], [0.006, 4.421, 4.475], [-0.622, 2.122, -0.031], [4.418, -1.827, -2.023], [1.239, 0.870, -3.662], [0.234, 2.751, 2.152], [-4.288, -4.977, -2.647], [2.659, -3.398, -4.374], [1.171, -2.543, 1.547], [0.711, 4.978, 6.775], [-1.261, 6.050, 5.869], [1.459, -4.959, -5.761], [3.521, -3.415, 1.387], [0.353, 1.887, 1.000], [-1.459, 3.206, 0.047], [-2.048, -0.834, 1.241], [5.059, -0.989, -1.739], [-2.293, -1.074, -2.111], [-1.880, 6.192, 4.987], [5.077, -2.541, -2.518], [-2.261, -0.957, 0.182], [0.217, 8.035, 8.063], [-4.318, -3.518, -4.296], [1.499, 2.622, -4.728], [1.765, 5.059, 6.495], [-5.115, -5.225, -1.979], [1.760, 0.767, -0.550], [-1.668, 7.922, 6.843], [1.165, -4.122, -6.400], [3.116, 0.187, -1.340], [4.008, -5.506, -3.689], [-5.301, -3.038, -2.898], [-1.485, 5.420, 3.315], [2.373, -2.594, -5.063], [1.612, -5.843, -6.384], [3.258, -6.634, -4.834], [-2.723, -5.688, -1.322], [-2.886, -1.213, 1.822], [0.016, -6.566, -3.223], [3.666, -3.211, -4.002], [-4.106, 4.110, 0.038], [-3.851, 4.240, 2.525], [-4.248, -5.737, -3.431], [-1.950, 0.231, 1.447], [1.374, -3.435, 3.554], [-2.518, -1.327, -3.854], [-3.913, -0.927, -2.833], [0.548, 3.972, 7.181], [2.291, 2.160, -2.481], [0.590, 1.380, -5.490], [1.126, -5.393, -1.506], [2.849, -4.970, -1.695], [-3.969, 6.044, 2.442], [1.199, 7.551, 6.826], [0.958, -7.235, -4.579], [1.209, 5.937, 8.627], [-4.151, 5.909, -0.073], [-2.102, 3.435, -0.793], [3.621, -3.908, 2.334], [-0.293, -3.291, -4.718], [1.846, 1.831, 3.236], [3.658, -1.479, -2.723], [-1.895, 5.577, 6.630], [-0.817, -4.377, -3.393], [-0.518, 8.066, 5.509], [-1.896, 6.084, 0.966], [-0.527, 5.750, 8.400]]
}



no.,DFT total energy (Eh)
1,-4258.35424
2,-4550.89636
3,-4857.01153
4,-4440.98500